Computed, not measured: 2 unconnected molecules or ions with the total composition C6H12O, with ωB97M-V/def2-TZVPD.

Geometry (Å):
C: -1.4713 0.1889 1.8461
C: -0.5671 0.9954 1.2895
O: -0.5404 1.4740 0.0250
C: -1.6946 1.2355 -0.7509
H: -1.3419 -0.1044 2.8811
H: -2.3143 -0.2302 1.3086
H: 0.2936 1.3629 1.8408
H: -2.5665 1.7156 -0.2873
H: -1.8960 0.1621 -0.8624
H: -1.5074 1.6733 -1.7328
C: 1.1862 -1.6718 0.5170
C: 1.8730 -0.8090 -0.2249
C: 1.5738 -0.4780 -1.6572
H: 0.3270 -2.2086 0.1180
H: 1.4363 -1.8600 1.5577
H: 2.7148 -0.2802 0.2244
H: 2.3923 -0.7970 -2.3145
H: 0.6550 -0.9717 -1.9925
H: 1.4475 0.6030 -1.7859

Cartesian forces, eV/Å:
0.0678 0.1188 -0.0985
-0.0969 -0.0918 0.2603
0.0150 0.0194 0.1242
-0.2001 -0.0549 -0.1560
0.0163 0.0590 -0.1393
0.0704 0.1398 0.0768
-0.1058 -0.0908 -0.0456
0.0899 -0.1031 -0.0873
0.0789 0.1366 -0.0003
-0.0338 -0.0608 0.1413
0.1133 0.1012 -0.1043
-0.0597 -0.1487 0.1126
-0.0468 -0.0196 -0.0497
0.1274 0.0890 0.0262
-0.0028 0.0337 -0.1676
-0.0978 -0.0955 -0.0565
-0.1067 0.0708 0.0935
0.1422 0.0497 0.0514
0.0294 -0.1529 0.0186

HOMO energy (eV): -8.78
E_LUMO (eV): 1.03
E_tot (eV): -8462.1529
Structure (SMILES): C=COC.C=CC
Strongest force on any atom (eV/A): 0.293
Orbital gap (eV): 9.82

natural (NBO) population analysis, charges in e, atoms 1 to 6: number 1, C, carries -0.564; number 2, C, carries 0.170; number 3, O, carries -0.505; number 4, C, carries -0.259; number 5, H, carries 0.215; number 6, H, carries 0.202

---

Computed, not measured: a molecular structure, C17H18IN4O4PtS2, with ωB97M-V/def2-TZVPD.

Geometry (Å):
Pt: 0.0511 0.3224 0.3855
C: 2.9879 -2.1085 2.7710
O: 2.3310 -2.8441 1.7125
C: 1.3400 -2.2333 1.0990
O: 0.9760 -1.0999 1.4519
N: 0.8247 -2.9725 0.1060
N: -0.2347 -2.4799 -0.6500
H: 3.7155 -2.8007 3.1791
H: 2.2634 -1.8165 3.5269
H: 3.4738 -1.2291 2.3541
H: 1.3824 -3.7577 -0.2033
H: -0.9568 -3.1809 -0.7375
H: 0.0708 -2.1129 -1.5450
C: -1.7525 -1.8127 2.7251
C: -2.1241 -0.4000 2.4400
N: -1.5923 0.4010 1.5385
C: -2.2695 1.6176 1.4731
C: -3.2775 1.7512 2.3648
S: -3.4177 0.3230 3.2815
C: -1.7944 2.5137 0.4259
C: -2.2497 3.7245 0.0297
S: -1.3307 4.2607 -1.2962
C: -0.3733 2.8571 -1.2754
N: -0.7216 2.0215 -0.3130
C: 0.7191 2.7279 -2.2740
H: -1.0029 -2.1474 2.0197
H: -2.6325 -2.4482 2.6286
H: -1.3667 -1.9186 3.7392
H: -3.9345 2.5904 2.5090
H: -3.0653 4.2959 0.4360
H: 0.6676 3.5558 -2.9777
H: 0.6304 1.7846 -2.8103
H: 1.6859 2.7545 -1.7699
I: 7.5537 0.1223 -4.7522
C: 5.8050 0.1440 -3.6289
C: 4.6004 -0.2034 -4.2278
C: 3.4387 -0.1945 -3.4740
C: 3.4757 0.1698 -2.1322
C: 4.6863 0.5232 -1.5447
C: 5.8541 0.5058 -2.2881
C: 2.2188 0.1914 -1.3335
O: 2.2272 0.7341 -0.1836
O: 1.1583 -0.2955 -1.7888
H: 4.5712 -0.4803 -5.2723
H: 2.4940 -0.4738 -3.9201
H: 4.7019 0.8165 -0.5040
H: 6.7959 0.7765 -1.8325

Cartesian forces, eV/Å:
0.8059 1.2823 0.3628
0.0477 0.0126 -0.0658
-0.1721 -0.0097 0.0592
0.4769 -0.1674 -0.2684
0.0555 -0.7519 0.3661
0.0063 0.1985 -0.0696
-0.1919 -0.1288 0.1451
-0.0017 0.0211 -0.0061
0.0263 -0.0084 0.0012
-0.0144 0.0065 0.0307
-0.0675 -0.0286 0.0088
0.0754 -0.0548 -0.0365
0.1222 0.0498 0.0590
0.1004 -0.0132 -0.0534
0.0851 0.0907 -0.1774
-0.6778 -0.1359 0.2809
0.1742 0.0741 -0.1167
0.1597 -0.0377 -0.1812
-0.1426 -0.0073 0.0945
-0.0245 -0.1690 0.1340
0.0416 -0.2198 0.0879
-0.0683 0.1700 -0.0693
-0.0173 -0.0721 0.1507
-0.2417 0.5286 -0.4367
0.0459 -0.1516 0.0672
-0.0498 -0.0183 -0.0261
-0.0077 -0.0035 0.0344
0.0272 0.0052 -0.0112
-0.0181 0.0381 0.0086
-0.0227 0.0164 0.0215
0.0251 -0.0124 -0.0243
0.0226 0.0052 0.0128
0.0042 -0.0314 -0.0107
0.0618 0.0016 -0.0386
-0.0790 -0.0002 0.0496
0.0257 0.0035 0.0033
0.0059 -0.0395 0.0252
0.0018 0.0205 0.0510
-0.0317 0.0330 -0.0164
0.0203 -0.0024 -0.0380
-0.1393 -0.1111 -0.0167
-0.7187 -0.1546 -0.0210
0.2655 -0.2338 -0.3867
0.0016 -0.0045 -0.0034
-0.0160 0.0060 -0.0015
0.0071 0.0020 0.0108
0.0107 0.0021 0.0100

HOMO energy (eV): -10.68
E_LUMO (eV): -2.77
E_tot (eV): -65084.8534
Charge: +1
Strongest force on any atom (eV/A): 1.557
Orbital gap (eV): 7.91

natural (NBO) population analysis, charges in e, atoms 1 to 6: number 1, Pt, carries 1.018; number 2, C, carries -0.257; number 3, O, carries -0.476; number 4, C, carries 0.919; number 5, O, carries -0.670; number 6, N, carries -0.446

---

Computed, not measured: a molecular structure, C38H54ClF6NO8P3S2SiTi, with ωB97M-V/def2-TZVPD.

Geometry (Å):
Ti: -0.9820 1.3267 2.2909
C: -2.1303 -3.5726 -0.8504
C: -2.1993 -3.0454 -2.2810
C: -1.5483 -4.0155 -3.2285
P: -1.7217 -1.2413 -2.2702
C: -2.3654 -0.5188 -3.8657
C: -2.2014 1.0061 -3.6674
C: -3.8196 -0.8968 -4.1380
C: 0.0720 -1.1023 -2.7677
C: 0.5472 -1.5775 -4.0005
C: 1.9154 -1.5175 -4.3300
C: 2.8317 -0.9849 -3.4469
C: 2.3708 -0.5081 -2.2266
C: 1.0296 -0.5463 -1.8474
Si: 0.8812 -0.1788 -0.0059
C: 2.3567 0.9829 0.2508
C: 3.3280 0.5658 1.1199
C: 4.5744 1.2032 1.2062
C: 4.9192 2.1596 0.2892
C: 3.9327 2.6881 -0.5542
C: 2.6385 2.1109 -0.5521
P: 1.2701 2.8457 -1.6009
C: 1.1082 4.5765 -1.0399
C: 2.2803 5.5677 -1.2313
C: 0.7752 4.4983 0.4739
C: 1.9537 3.2501 -3.3417
C: 0.7227 3.8056 -4.1170
C: 2.5664 2.0863 -4.1450
C: 1.5240 -1.8689 0.8364
C: 2.2702 -2.7586 -0.0082
C: 3.0256 -3.8089 0.4428
C: 3.0838 -4.0630 1.8177
C: 2.3680 -3.2744 2.6591
C: 1.5024 -2.2476 2.2185
P: 0.2565 -1.5914 3.3473
C: 0.4909 -1.9111 5.1117
C: 0.8160 -3.3374 5.6483
C: 1.5420 -0.8868 5.5883
C: -1.3194 -2.3569 2.8529
C: -2.4051 -2.1853 3.9376
C: -1.1011 -3.8013 2.4230
H: -2.7933 -4.4362 -0.7448
H: -2.4892 -2.8034 -0.1835
H: -1.1180 -3.7995 -0.5452
H: -3.2457 -2.9160 -2.5731
H: -0.4665 -4.0375 -3.0364
H: -1.7302 -3.6870 -4.2493
H: -1.9905 -4.9899 -3.0641
H: -1.7551 -0.8302 -4.6925
H: -2.7314 1.3631 -2.7838
H: -2.5021 1.5679 -4.5647
H: -1.1163 1.2408 -3.4943
H: -4.3851 -0.6081 -3.2593
H: -3.9364 -1.9749 -4.3005
H: -4.2607 -0.4443 -5.0331
H: -0.1966 -1.9340 -4.7160
H: 2.2454 -1.8956 -5.2803
H: 3.8788 -0.8948 -3.7304
H: 3.0931 -0.1271 -1.5435
H: 3.0990 -0.1924 1.8438
H: 5.2306 0.8695 1.9943
H: 5.8892 2.6718 0.4308
H: 4.2694 3.5178 -1.1942
H: 0.2324 4.8858 -1.5830
H: 3.1853 5.1606 -0.8514
H: 2.1028 6.4638 -0.6473
H: 2.4649 5.9003 -2.2620
H: 1.6750 4.3013 1.0485
H: 0.0438 3.6985 0.6914
H: 0.3243 5.4121 0.8748
H: 2.7662 4.0034 -3.2032
H: -0.0723 3.0618 -4.1574
H: 1.0201 4.0549 -5.1433
H: 0.3521 4.7044 -3.6867
H: 1.7508 1.3418 -4.3630
H: 3.3502 1.6004 -3.5591
H: 2.9168 2.5047 -5.0832
H: 2.2288 -2.5769 -1.1012
H: 3.5480 -4.4242 -0.2505
H: 3.7309 -4.8155 2.1868
H: 2.4128 -3.4718 3.7236
H: -0.4570 -1.5861 5.5432
H: 1.9138 -3.4818 5.7238
H: 0.3378 -4.1036 5.0320
H: 0.4121 -3.4365 6.6712
H: 2.4864 -1.0342 5.0880
H: 1.7443 -1.1340 6.6403
H: 1.1420 0.0887 5.5449
H: -1.6214 -1.6862 2.0149
H: -2.1158 -2.5989 4.9188
H: -3.2827 -2.7179 3.6396
H: -2.6864 -1.1593 4.1517
H: -1.1515 -4.4875 3.3299
H: -0.1794 -4.0505 1.8960
H: -1.9477 -4.0798 1.8032
O: 0.6144 2.5041 2.6394
Cl: 1.7721 2.5020 3.6868
O: 1.2678 2.3476 5.1201
O: -0.4724 0.4381 0.6343
O: 0.1742 -0.0603 3.2451
F: -4.2806 5.4869 0.4057
C: -3.6674 5.0084 1.5182
F: -2.6396 5.7635 1.8307
F: -4.5088 4.9639 2.5298
S: -3.0381 3.2899 1.1990
O: -1.7778 3.2647 2.0302
O: -2.7265 3.2555 -0.1998
N: -4.1610 2.4563 1.7252
S: -3.8559 1.0885 2.5798
O: -3.3012 0.1643 1.6061
O: -2.6553 1.3904 3.6054
C: -6.3708 -2.3872 -0.2856
F: -6.8749 -2.7161 0.8915
F: -5.1639 -2.7869 -0.3879
F: -7.1098 -2.8475 -1.2834

Cartesian forces, eV/Å:
0.4857 -0.0354 -0.0256
-0.6470 0.3715 -0.2538
0.1427 0.4553 0.0887
0.3103 0.5455 -0.1236
0.4779 0.5192 -0.0720
-0.6548 0.5169 0.2566
1.1589 -0.0751 -0.2585
0.1467 -0.3901 -0.0204
1.0033 -0.1884 0.7004
0.1261 0.5042 0.3282
-0.7926 -0.1697 0.0426
-0.3313 -0.0680 -0.0864
-0.0570 -0.3488 -0.6523
-0.6884 -0.9100 -0.5479
-0.6981 0.6050 0.7842
-0.2976 0.2685 -0.5816
0.9868 0.6712 0.8484
-0.6730 -1.1154 0.1162
0.3369 1.3003 0.6781
0.0641 -0.7358 0.0653
0.7047 1.3275 -0.9754
0.1622 -0.9092 -0.9386
0.7252 0.4247 1.4837
-0.9165 0.1687 -0.6008
-0.6932 -0.2007 -0.3820
0.2007 -0.1381 0.4217
1.3124 -0.4569 -0.3004
-1.4903 -0.0978 0.7273
0.0227 -0.6576 0.0942
-0.8886 1.3876 -0.6775
-0.4416 -0.0421 1.0639
0.4665 0.4688 -1.4328
-1.2998 0.6421 1.0752
0.7523 -0.0477 -0.9222
-0.7859 1.4562 -0.0862
1.1778 -0.2650 0.5036
-0.1744 0.4763 -0.0127
-0.2079 -1.7919 1.1912
0.3801 0.9110 -0.0020
0.7373 -0.2392 0.6312
-0.8648 -1.2081 1.1923
0.2831 -0.1730 0.0875
-0.1749 0.2330 0.4142
0.3400 -0.2649 -0.0385
-0.1585 -0.2381 0.2229
-0.2298 -0.2143 -0.1828
0.1497 -0.2385 -0.2698
0.0738 -0.4377 -0.1616
0.2733 -0.1202 -0.4788
-0.1292 0.0162 -0.0836
-0.1004 -0.1497 0.2358
-0.8877 -0.1602 -0.0587
-0.5051 0.0079 0.0772
0.0276 0.0722 0.1803
0.2547 0.3433 0.1904
0.5358 -0.1555 0.0807
0.0537 -0.0887 -0.3337
-0.1598 -0.1056 0.1591
0.4415 0.1775 0.2508
0.0705 -0.3963 0.1200
0.3756 0.0842 -0.0201
-0.5006 -0.3754 -0.5210
-0.7016 -0.4778 0.1592
-0.4509 0.4309 -0.1360
0.7742 -0.4062 0.3373
-0.2416 0.2574 0.1430
-0.1814 -0.2237 0.1283
0.1275 -0.1276 0.0566
0.5303 0.4412 -0.2025
0.1074 0.0996 -0.2494
-0.7268 -0.2483 -0.2856
0.0140 0.0080 0.0551
-0.0314 -0.1129 0.0309
-0.4530 0.7231 0.4351
0.8777 0.5147 0.1355
0.0500 0.0689 -0.3995
0.3266 -0.1934 -0.2188
0.1353 -0.1426 0.9003
0.3533 -0.4086 -0.4292
0.4390 -0.6800 0.3998
-0.0207 -0.0676 -0.0824
-0.0791 -0.0182 -0.2157
-0.6740 -0.0821 -0.2056
0.3030 -0.1245 0.1307
0.1677 0.0917 -0.3830
0.3203 0.3265 -0.4644
-0.0402 0.1878 -0.0336
0.0843 1.2819 -0.3330
0.1306 -0.5848 0.0802
0.0734 -0.1835 -0.4235
-0.6906 -0.3003 -0.3478
0.1314 0.2909 -0.3791
0.1135 0.7772 -0.9346
-0.1135 0.3509 -0.0565
-0.0417 -0.2530 -0.1651
-0.9846 0.0527 -0.4015
0.8131 -0.3657 0.4388
-0.1271 0.0528 0.1143
0.2161 -0.0620 0.3289
-0.1619 -1.2734 0.1918
0.2044 0.0328 0.8873
0.1809 -1.3162 -0.8678
0.2995 1.0316 -0.0006
-0.5448 0.6738 0.2572
1.9941 1.3903 -0.5706
-1.1142 -0.2867 -0.8928
-0.2434 0.0669 -0.3599
-0.7962 -0.4366 0.5368
-0.9615 0.4246 3.1770
1.6129 -1.4700 -1.2811
-0.3367 -0.5138 -1.8231
-1.2577 0.6881 0.2647
-0.2519 -0.0479 -0.0287
1.7710 -0.5053 -0.2186
-0.2371 -0.0968 -0.0098

HOMO energy (alpha / beta) (eV): -4.90 / -5.01
Spin multiplicity: 3
E_LUMO (alpha / beta) (eV): 2.18 / 1.42
E_tot (eV): -167511.0375
Charge: -1
Expectation value of S²: 2.004
Strongest force on any atom (eV/A): 3.346
Orbital gap (alpha / beta) (eV): 7.08 / 6.42

Löwdin population analysis, charges in e, atoms 1 to 6: number 1, Ti, carries 1.031; number 2, C, carries -0.152; number 3, C, carries -0.575; number 4, C, carries -0.120; number 5, P, carries 1.131; number 6, C, carries -0.568

---

The relative energy (zero: lowest compared OMol25 entry of this formula, charge and spin) results, record by record, are as follows: 2.201; 0.151; 0.000 eV.